# 1
The following is a quantum chemistry calculation of the molecule C20H24N2O4, from the Open Molecules 2025 dataset.

```
! wB97M-V def2-TZVPD RIJCOSX def2/J DEFGRID3
* xyz 0 1
C -4.57 -2.48 1.41
C -4.18 -1.02 1.14
C -5.25 -0.31 0.31
C -4.92 1.15 -0.01
O -3.92 1.28 -1.01
C -2.60 1.41 -0.69
C -2.06 1.50 0.59
C -0.69 1.62 0.76
C 0.17 1.67 -0.33
C -0.38 1.60 -1.61
C -1.74 1.47 -1.78
H -2.16 1.41 -2.77
H 0.26 1.65 -2.48
N 1.55 1.74 -0.15
C 2.21 2.22 0.95
O 1.72 2.79 1.88
C 3.69 1.92 0.76
H 4.21 2.84 0.47
C 3.72 0.87 -0.35
C 3.57 -0.53 0.25
O 3.50 -0.75 1.43
N 3.52 -1.52 -0.69
H 3.47 -1.25 -1.66
C 2.95 -2.81 -0.35
C 1.45 -2.72 -0.29
C 0.53 -3.32 0.51
C -0.73 -2.82 0.11
C -0.49 -1.95 -0.90
O 0.83 -1.88 -1.16
H -1.13 -1.32 -1.48
H -1.68 -3.08 0.53
H 0.73 -4.03 1.29
H 3.28 -3.54 -1.09
H 3.32 -3.10 0.63
C 2.46 1.22 -1.16
H 2.69 1.99 -1.91
H 2.01 0.36 -1.66
H 4.62 0.91 -0.96
H 4.11 1.55 1.69
H -0.29 1.69 1.76
H -2.68 1.47 1.47
H -4.65 1.70 0.90
H -5.80 1.62 -0.45
H -5.38 -0.84 -0.64
H -6.20 -0.34 0.84
H -3.22 -0.99 0.62
H -4.07 -0.51 2.10
H -3.82 -2.96 2.03
H -4.65 -3.03 0.47
H -5.53 -2.53 1.92
*
```

Its orbital gap is 8.44 eV. The LUMO energy is 0.59 eV. The HOMO energy comes out at -0.2886 Eh. Its max |F| is 0.94 eV/Å. The energy relative to the best compared isomer or geometry (same formula, charge and spin) comes out at 1.678 eV.

From a Mulliken analysis of the wavefunction, the atomic charges in e read: number 1, C, carries -1.655; number 2, C, carries 0.590; number 3, C, carries -0.575; number 4, C, carries -0.720; number 5, O, carries -0.452; number 6, C, carries 0.766; number 7, C, carries -0.386; number 8, C, carries -0.888; number 9, C, carries 0.326; number 10, C, carries 0.114; number 11, C, carries -1.094; number 12, H, carries 0.421; number 13, H, carries 0.397; number 14, N, carries 0.161; number 15, C, carries 0.473; number 16, O, carries -0.668; number 17, C, carries -1.020; number 18, H, carries 0.404; number 19, C, carries 0.033; number 20, C, carries 0.201; number 21, O, carries -0.647; number 22, N, carries -0.198; number 23, H, carries 0.343; number 24, C, carries -0.954; number 25, C, carries 0.606; number 26, C, carries -0.975; number 27, C, carries -0.094; number 28, C, carries -0.697; number 29, O, carries -0.270; number 30, H, carries 0.672; number 31, H, carries 0.479; number 32, H, carries 0.491; number 33, H, carries 0.355; number 34, H, carries 0.317; number 35, C, carries -0.899; number 36, H, carries 0.360; number 37, H, carries 0.505; number 38, H, carries 0.528; number 39, H, carries 0.352; number 40, H, carries 0.474; number 41, H, carries 0.271; number 42, H, carries 0.350; number 43, H, carries 0.341; number 44, H, carries 0.322; number 45, H, carries 0.383; number 46, H, carries -0.221; number 47, H, carries 0.180; number 48, H, carries 0.404; number 49, H, carries 0.345; number 50, H, carries 0.448

---

# 2
The following is a quantum chemistry calculation of a structure of composition C7H20IrN8O3 in a non-equilibrium geometry, from the Open Molecules 2025 dataset.

```
! wB97M-V def2-TZVPD RIJCOSX def2/J DEFGRID3
* xyz 1 1
Ir -0.39 -0.04 -0.36
N -0.05 0.59 2.67
N -0.04 1.97 2.69
C -0.03 2.71 1.56
N 0.06 4.03 1.73
N -0.06 2.10 0.37
N -0.15 2.82 -0.81
O -0.24 4.04 -0.84
O -0.14 2.12 -1.80
H -0.83 0.22 3.20
H 0.82 0.22 3.04
H -0.05 2.45 3.57
H 0.04 4.45 2.64
H 0.01 4.60 0.90
C 0.88 -3.14 0.11
N 2.24 -2.61 0.07
C 2.56 -1.32 -0.10
N 3.87 -1.01 -0.04
O 1.74 -0.39 -0.30
H 0.90 -4.19 -0.16
H 0.26 -2.62 -0.60
H 0.44 -3.03 1.10
H 2.98 -3.25 0.31
H 4.59 -1.70 0.05
H 4.14 -0.08 -0.29
C -3.97 -0.61 1.20
C -3.47 -0.10 -0.16
C -3.76 1.41 -0.26
C -4.21 -0.83 -1.28
N -2.07 -0.33 -0.27
H -5.05 -0.50 1.25
H -3.52 -0.05 2.02
H -3.71 -1.67 1.32
H -4.83 1.59 -0.24
H -3.35 1.81 -1.19
H -3.30 1.94 0.58
H -5.28 -0.63 -1.19
H -4.04 -1.91 -1.21
H -3.86 -0.48 -2.25
*
```

Its orbital gap is 7.66 eV. The LUMO energy is -3.09 eV. The HOMO energy comes out at -0.3949 Eh. Its max |F| is 2.42 eV/Å. The energy relative to the best compared isomer or geometry (same formula, charge and spin) comes out at 0.826 eV.

From a Mulliken analysis of the wavefunction, the atomic charges in e read: number 1, Ir, carries 0.879; number 2, N, carries -0.494; number 3, N, carries -0.203; number 4, C, carries 0.741; number 5, N, carries -0.373; number 6, N, carries -0.455; number 7, N, carries 1.280; number 8, O, carries -0.754; number 9, O, carries -0.658; number 10, H, carries 0.249; number 11, H, carries 0.239; number 12, H, carries 0.154; number 13, H, carries 0.161; number 14, H, carries 0.208; number 15, C, carries -0.791; number 16, N, carries -0.159; number 17, C, carries 0.730; number 18, N, carries -0.419; number 19, O, carries -0.820; number 20, H, carries 0.312; number 21, H, carries 0.222; number 22, H, carries 0.292; number 23, H, carries 0.199; number 24, H, carries 0.174; number 25, H, carries 0.241; number 26, C, carries -1.524; number 27, C, carries 1.450; number 28, C, carries -1.485; number 29, C, carries -1.599; number 30, N, carries -0.217; number 31, H, carries 0.403; number 32, H, carries 0.333; number 33, H, carries 0.401; number 34, H, carries 0.429; number 35, H, carries 0.379; number 36, H, carries 0.280; number 37, H, carries 0.412; number 38, H, carries 0.393; number 39, H, carries 0.391

---

# 3
The following is a quantum chemistry calculation of a structure of composition C20H24N7OReS, from the Open Molecules 2025 dataset.

```
! wB97M-V def2-TZVPD RIJCOSX def2/J DEFGRID3
* xyz 3 2
Re -0.45 -0.20 0.87
C -0.73 -3.45 -1.90
C -0.38 -2.52 -0.81
N -0.82 -1.29 -0.74
N -1.67 -0.77 -1.71
C -2.06 0.43 -1.38
O -1.59 1.03 -0.28
C -3.03 1.16 -2.19
C -3.54 0.58 -3.36
C -4.47 1.27 -4.11
C -4.91 2.52 -3.70
C -4.42 3.09 -2.53
C -3.49 2.41 -1.77
C 0.50 -2.92 0.32
C 1.15 -4.13 0.37
C 1.98 -4.40 1.46
C 2.14 -3.44 2.44
C 1.47 -2.23 2.32
N 0.65 -1.97 1.29
H -1.39 -2.97 -2.62
H -1.21 -4.34 -1.48
H 0.18 -3.78 -2.41
H -3.20 -0.40 -3.67
H -4.87 0.83 -5.02
H -5.64 3.06 -4.29
H -4.78 4.06 -2.21
H -3.14 2.83 -0.84
H 1.01 -4.85 -0.42
H 2.50 -5.34 1.52
H 2.79 -3.61 3.29
H 1.59 -1.44 3.05
C -0.43 5.17 -1.45
C 0.73 4.25 -1.28
C 1.99 4.48 -1.80
C 3.01 3.56 -1.58
N 2.78 2.46 -0.81
C 1.60 2.28 -0.32
S 1.51 0.83 0.75
N 0.56 3.12 -0.55
C 4.37 3.73 -2.12
H -0.26 5.85 -2.27
H -0.56 5.76 -0.54
H -1.35 4.61 -1.63
H 2.17 5.37 -2.38
H -0.36 2.88 -0.20
H 4.38 4.37 -3.00
H 4.82 2.77 -2.34
H 4.99 4.21 -1.35
N -1.75 0.54 2.39
N -2.23 -0.75 1.97
H -1.67 0.63 3.41
H -2.36 1.27 2.02
H -3.18 -0.76 1.60
H -2.16 -1.45 2.71
*
```

Its orbital gap (spin up / spin down) is 5.43 / 5.66 eV. The LUMO energy (spin up / spin down) is -11.22 / -10.97 eV. The HOMO energy (spin up / spin down) comes out at -0.6118 / -0.6111 Eh. Its max |F| is 0.69 eV/Å. The energy relative to the best compared isomer or geometry (same formula, charge and spin) comes out at 0.000 eV. The expectation value of S² is 0.78.

From a Mulliken analysis of the wavefunction, the atomic charges in e read: number 1, Re, carries 1.334; number 2, C, carries -1.584; number 3, C, carries 0.990; number 4, N, carries 0.178; number 5, N, carries -1.184; number 6, C, carries 0.178; number 7, O, carries -0.398; number 8, C, carries 0.735; number 9, C, carries -0.276; number 10, C, carries -0.747; number 11, C, carries -0.416; number 12, C, carries -0.929; number 13, C, carries -0.323; number 14, C, carries 0.904; number 15, C, carries -0.676; number 16, C, carries -0.536; number 17, C, carries -0.709; number 18, C, carries -0.011; number 19, N, carries -0.149; number 20, H, carries 0.336; number 21, H, carries 0.425; number 22, H, carries 0.428; number 23, H, carries 0.478; number 24, H, carries 0.446; number 25, H, carries 0.430; number 26, H, carries 0.453; number 27, H, carries 0.482; number 28, H, carries 0.502; number 29, H, carries 0.471; number 30, H, carries 0.455; number 31, H, carries 0.495; number 32, C, carries -1.257; number 33, C, carries 1.032; number 34, C, carries -0.822; number 35, C, carries 0.717; number 36, N, carries -0.397; number 37, C, carries 0.339; number 38, S, carries -0.277; number 39, N, carries 0.144; number 40, C, carries -1.223; number 41, H, carries 0.424; number 42, H, carries 0.339; number 43, H, carries 0.250; number 44, H, carries 0.474; number 45, H, carries -0.053; number 46, H, carries 0.405; number 47, H, carries 0.379; number 48, H, carries 0.321; number 49, N, carries -0.377; number 50, N, carries -0.331; number 51, H, carries 0.291; number 52, H, carries 0.239; number 53, H, carries 0.291; number 54, H, carries 0.310

---

# 4
The following is a quantum chemistry calculation of the molecule C3H4 in a non-equilibrium geometry, from the Open Molecules 2025 dataset.

```
! wB97M-V def2-TZVPD RIJCOSX def2/J DEFGRID3
* xyz 0 1
C -0.43 -0.56 1.50
C -0.05 -0.18 0.44
C 0.31 0.31 -0.92
H -0.88 -0.60 2.41
H 1.30 0.45 -0.79
H 0.15 -0.54 -1.60
H -0.40 1.12 -1.05
*
```

Its orbital gap is 11.15 eV. The LUMO energy is 1.10 eV. The HOMO energy comes out at -0.3693 Eh. Its max |F| is 4.32 eV/Å. The energy relative to the best compared isomer or geometry (same formula, charge and spin) comes out at 0.502 eV.

From a Mulliken analysis of the wavefunction, the atomic charges in e read: number 1, C, carries -0.067; number 2, C, carries -0.253; number 3, C, carries -0.949; number 4, H, carries 0.444; number 5, H, carries 0.309; number 6, H, carries 0.262; number 7, H, carries 0.255

---

Energy values, unit eV, following the record order: -32300.095 -28474.958 -46547.339 -3173.348.